No. 1
{"formula": "C4H3BrO", "method": "the ωB97M-V functional and the def2-TZVPD basis", "elements": ["C", "C", "C", "C", "O", "Br", "H", "H", "H"], "xyz": [[-0.931372, -0.341886, 0.189032], [-1.571709, -1.320283, -0.199115], [0.022509, 0.615081, 0.745694], [1.131553, 0.648045, -0.300300], [-0.140996, 1.212398, 1.759203], [-2.631141, -2.641301, -0.679644], [2.078228, 1.062020, 0.009547], [0.867042, 1.181605, -1.197903], [1.175886, -0.415679, -0.326514]], "atomic_forces_ev_per_a": [[-2.364, -2.841, -0.170], [1.787, 3.048, 1.166], [-0.237, 0.554, -2.016], [0.416, 0.609, 1.752], [0.216, 0.403, 0.934], [-0.467, -0.666, -0.306], [0.227, 0.147, 0.541], [-0.580, -0.398, -0.445], [1.003, -0.856, -1.455]], "lowdin_charge": [-0.04, -0.66, -0.48, -0.01, 0.13, 0.82, 0.08, 0.09, 0.07], "e_lumo_ev": 0.305, "homo_energy_ha": -0.369}

No. 2
{"formula": "C4H3BrOS", "method": "the ωB97M-V functional and the def2-TZVPD basis", "elements": ["C", "C", "C", "C", "O", "S", "Br", "H", "H", "H"], "xyz": [[0.219332, 0.977379, 0.018228], [-0.980173, 0.380833, 0.035617], [-1.007716, -1.118971, 0.030583], [1.327552, -0.052998, -0.072984], [-1.961432, -1.805884, -0.117157], [0.585863, -1.745047, 0.183844], [-2.687327, 1.277139, 0.087448], [0.577318, 2.010855, 0.076272], [1.901978, -0.242032, -1.079925], [2.024604, 0.318722, 0.838078]], "atomic_forces_ev_per_a": [[0.147, -1.493, -0.892], [-0.502, 1.470, 0.224], [0.021, 1.004, -0.375], [2.013, -0.145, 1.172], [-1.409, -0.631, 0.082], [1.541, 0.823, 0.198], [0.982, -0.450, 0.016], [-0.886, -0.305, -0.143], [-0.953, 1.241, 1.967], [-0.954, -1.513, -2.249]], "lowdin_charge": [-0.17, -0.65, -0.84, -0.44, 0.02, 0.99, 0.73, 0.12, 0.11, 0.13], "e_lumo_ev": 0.075, "homo_energy_ha": -0.365}

No. 3
{"formula": "C4H3CaLiO", "method": "the ωB97M-V functional and the def2-TZVPD basis", "elements": ["C", "C", "H", "Li", "O", "C", "C", "Ca", "H", "H"], "xyz": [[1.380512, -1.594447, 2.054138], [2.238761, -0.707410, 2.036370], [2.401674, 0.268969, 1.441907], [-2.338784, -0.518032, -2.063181], [-0.159610, 1.770467, -0.599117], [-0.258217, 0.606924, -0.505678], [-0.469425, -0.687417, -0.678957], [-2.166690, 3.352032, -0.618617], [0.225613, -1.230435, -1.324945], [-0.853837, -1.260651, 0.258076]], "atomic_forces_ev_per_a": [[-0.491, -1.009, 0.386], [0.293, 2.924, -1.913], [0.245, -1.899, 1.558], [-0.048, 0.326, 0.190], [0.201, -1.292, 0.649], [0.072, 1.027, -0.950], [-0.668, -1.238, 1.878], [-0.261, -0.161, -0.209], [-0.049, 0.228, 0.117], [0.707, 1.093, -1.708]], "lowdin_spin": [0.66, 0.35, 0.01, 0.00, 0.00, 0.00, 0.00, 0.00, 0.00, 0.00], "e_lumo_ev": [-4.259, -5.948], "multiplicity": 2, "homo_energy_ha": [-0.328, -0.328], "charge": 1, "s2": 0.760}

No. 4
{"formula": "C4H3CdLiO", "method": "the ωB97M-V functional and the def2-TZVPD basis", "elements": ["C", "C", "H", "H", "Cd", "C", "C", "O", "H", "Li"], "xyz": [[-1.637884, 0.969632, -0.403675], [-1.896295, -0.360950, -0.691030], [-2.252078, 1.723279, -0.954845], [-2.900327, -0.781941, -0.513398], [3.083459, 0.456784, 0.983197], [0.953234, 0.476471, 1.045383], [0.788423, -0.778237, 0.489885], [1.207793, -1.754126, -0.107947], [0.312375, 1.054748, 1.707559], [2.341300, -1.005661, -1.555130]], "atomic_forces_ev_per_a": [[-3.207, -7.804, -2.247], [0.421, 8.490, 1.415], [1.380, 0.006, 0.258], [0.919, -0.621, 0.321], [2.157, 0.075, -0.394], [-2.421, -4.964, -1.432], [1.226, 4.608, 2.274], [-0.345, 0.595, -0.360], [0.020, -0.310, -0.522], [-0.150, -0.075, 0.688]], "lowdin_charge": [-0.01, 0.00, 0.04, 0.03, 0.64, -0.35, -0.60, -0.21, -0.02, 0.48], "e_lumo_ev": -0.681, "homo_energy_ha": -0.225}

No. 5
{"formula": "C4H3Cl2N", "method": "the ωB97M-V functional and the def2-TZVPD basis", "elements": ["C", "C", "C", "C", "N", "Cl", "Cl", "H", "H", "H"], "xyz": [[0.450466, 0.506067, -2.884543], [-0.998267, -1.207324, 0.360841], [-0.220633, -0.421645, 0.874911], [0.426673, 0.366134, 1.865013], [1.351656, 1.136419, -2.690630], [-0.950167, -0.217524, -2.945894], [-1.897356, -1.943018, -0.754632], [1.153773, 0.992136, 1.449512], [1.008160, -0.335463, 2.527505], [-0.324305, 1.124218, 2.197916]], "atomic_forces_ev_per_a": [[-2.084, -1.059, -0.263], [-4.705, -5.299, 0.945], [4.541, 5.301, -0.080], [-0.857, -0.896, 0.709], [4.067, 2.408, 0.538], [-1.690, -0.885, -0.799], [-0.501, -0.548, -1.370], [1.529, 0.947, -0.909], [-0.798, 0.920, 0.379], [0.499, -0.889, 0.850]], "lowdin_spin": [0.01, 0.73, 0.69, 0.14, 0.00, 0.03, 0.32, 0.04, 0.03, 0.01], "e_lumo_ev": [0.650, -2.703], "multiplicity": 3, "homo_energy_ha": [-0.187, -0.362], "s2": 2.005}

No. 6
{"formula": "C4H3Cl2N5O3ScV", "method": "the ωB97M-V functional and the def2-TZVPD basis", "elements": ["V", "Sc", "Cl", "Cl", "C", "C", "C", "O", "O", "O", "N", "N", "N", "C", "N", "N", "H", "H", "H"], "xyz": [[-0.402676, -0.205728, -6.617548], [-0.118411, -1.170351, 1.149228], [-0.846520, 1.286355, -5.006444], [1.712816, -2.435818, 0.793465], [-1.117213, -2.385551, 2.599739], [-0.876828, 0.169686, -8.376997], [0.087871, -2.016976, -6.844648], [-1.425845, -3.251997, 3.319899], [-1.169576, 0.389406, -9.493785], [0.365782, -3.063014, -7.292044], [1.342014, 1.478997, 5.403524], [0.668592, 1.236963, 4.259004], [-0.024389, 2.284651, 3.738488], [-0.506166, 1.732613, 2.649714], [-0.166107, 0.427117, 2.496411], [0.603308, 0.093323, 3.580926], [1.789566, 0.727546, 5.891342], [1.185044, 2.403418, 5.802253], [-1.101253, 2.299359, 1.947472]], "atomic_forces_ev_per_a": [[0.418, 4.959, 6.380], [2.086, 0.778, -1.223], [0.119, -1.244, -1.448], [-1.176, 0.810, 0.259], [-2.664, -6.986, 5.725], [-3.368, 2.353, -11.726], [2.524, -10.802, -3.741], [1.626, 5.225, -4.050], [1.848, -1.319, 6.954], [-1.533, 6.084, 2.908], [-0.749, -0.130, -1.485], [0.172, -0.337, 0.663], [0.471, -1.758, -0.514], [-0.359, 0.581, -0.308], [0.387, 0.537, 0.612], [0.181, 2.055, 0.984], [0.099, -0.420, 0.090], [-0.028, -0.304, -0.127], [-0.052, -0.085, 0.048]], "lowdin_spin": [2.15, 0.00, -0.37, 0.00, 0.00, 0.01, 0.01, 0.00, 0.11, 0.09, 0.00, 0.00, 0.00, 0.00, 0.00, 0.00, 0.00, 0.00, 0.00], "e_lumo_ev": [-18.595, -17.117], "multiplicity": 3, "homo_energy_ha": [-0.758, -0.758], "charge": 4, "s2": 2.275}

No. 7
{"formula": "C4H3Cl3", "method": "the ωB97M-V functional and the def2-TZVPD basis", "elements": ["C", "C", "C", "C", "Cl", "Cl", "Cl", "H", "H", "H"], "xyz": [[0.761634, 0.195144, -0.445905], [-1.891915, -0.403372, -0.440085], [2.011313, 0.374506, -0.097652], [-0.592692, 0.098513, 0.079845], [-2.251360, -2.117772, -0.347676], [2.526194, 0.542888, 1.537065], [3.227480, 0.454470, -1.254742], [-0.775887, 1.095206, 0.659225], [-0.417548, -0.627708, 0.942295], [-2.597216, 0.388124, -0.632373]], "atomic_forces_ev_per_a": [[0.428, -0.064, -0.903], [0.944, -0.157, -0.458], [-1.839, -0.249, 0.063], [0.021, 0.183, 3.719], [0.068, 1.628, -0.224], [0.086, 0.027, 0.538], [1.100, 0.104, -0.862], [0.032, -1.379, -1.197], [-0.019, 0.668, -0.478], [-0.822, -0.761, -0.199]], "lowdin_charge": [-0.09, -0.53, -1.26, -0.32, 0.59, 0.62, 0.66, 0.15, 0.12, 0.06], "e_lumo_ev": [-0.421, -1.030], "homo_energy_ha": [-0.338, -0.320]}

No. 8
{"formula": "C4H3ClF2N2O", "method": "the ωB97M-V functional and the def2-TZVPD basis", "elements": ["N", "F", "F", "Cl", "C", "O", "N", "C", "C", "C", "H", "H", "H"], "xyz": [[0.648685, -0.472959, -2.669325], [1.308592, -1.720196, 1.137395], [3.175024, -0.628539, 0.056905], [-2.127145, -1.320992, -0.309373], [0.753478, -0.152939, -1.562678], [0.417494, 1.555008, 0.220022], [1.863394, -0.505096, 0.647933], [-1.794416, 0.404318, 0.108971], [0.869100, 0.254101, -0.125430], [-0.413945, 0.531272, 0.689636], [-2.508650, 0.810660, 0.849518], [-1.880733, 1.013938, -0.799387], [-0.310877, 0.231424, 1.755812]], "atomic_forces_ev_per_a": [[0.157, 0.323, 1.186], [1.317, 0.943, -1.904], [-2.872, -0.828, 0.250], [-0.100, 0.724, 0.385], [-0.043, 0.421, 0.067], [1.542, -0.170, 0.334], [0.543, 2.350, 2.013], [-0.052, 0.334, -0.210], [-1.860, -2.211, -0.959], [1.145, -1.457, -0.180], [0.135, -0.623, -0.419], [0.073, -0.344, 0.151], [0.013, 0.537, -0.714]], "lowdin_charge": [0.19, 0.01, 0.01, 0.58, -0.12, 0.08, 0.01, -0.50, -0.34, -0.28, 0.10, 0.09, 0.16], "e_lumo_ev": 0.008, "homo_energy_ha": -0.409}

No. 9
{"formula": "C4H3ClFNO", "method": "the ωB97M-V functional and the def2-TZVPD basis", "elements": ["C", "C", "C", "C", "H", "H", "H", "N", "O", "F", "Cl"], "xyz": [[1.234764, 1.016275, 0.046014], [-0.126040, 1.016029, -0.005546], [-0.623842, -0.335490, -0.025954], [0.537551, -1.110359, -0.226424], [3.189950, -0.602882, 1.052065], [1.970522, 1.777668, 0.128527], [0.779424, -2.180993, -0.289289], [1.605784, -0.263781, -0.124332], [2.943547, -0.667063, 0.040869], [-0.938876, 2.095756, -0.048272], [-2.259616, -0.834785, 0.079881]], "atomic_forces_ev_per_a": [[-0.261, 0.528, -0.353], [-1.549, -0.225, 0.466], [2.087, 0.227, -0.972], [-0.140, -0.551, 1.064], [-1.127, -0.161, -2.681], [0.169, 0.536, -0.042], [-0.638, 0.674, 0.072], [0.806, -0.812, 0.370], [-0.171, 0.180, 2.019], [0.557, -0.448, 0.284], [0.267, 0.054, -0.226]], "lowdin_charge": [-0.02, -0.29, -0.62, -0.06, 0.18, 0.13, 0.14, -0.20, 0.01, 0.05, 0.68], "e_lumo_ev": 0.319, "homo_energy_ha": -0.328}

No. 10
{"formula": "C4H3ClN2O", "method": "the ωB97M-V functional and the def2-TZVPD basis", "elements": ["C", "C", "C", "C", "N", "N", "O", "Cl", "H", "H", "H"], "xyz": [[0.112776, 0.093697, -1.600970], [1.988079, 0.842107, -0.232520], [-0.202789, 0.096743, 0.847693], [0.749260, 0.430827, -0.374234], [-0.686516, -0.254348, -2.356926], [-1.480489, -0.454254, 0.452471], [2.988713, 1.370912, -0.008549], [-1.778864, -2.165189, 0.996313], [0.349861, -0.471958, 1.693922], [-0.404422, 1.029133, 1.180054], [-1.635609, -0.517670, -0.597254]], "atomic_forces_ev_per_a": [[0.321, 0.203, 0.035], [0.094, 0.940, 0.170], [1.825, -2.594, -0.135], [-0.829, -1.576, -0.314], [0.415, 0.139, -0.375], [-0.968, -1.710, -0.454], [0.025, -0.515, -0.142], [0.607, 1.431, -0.505], [-1.114, 0.645, -1.635], [-0.799, 2.941, 1.583], [0.423, 0.096, 1.772]], "lowdin_charge": [-0.20, -0.11, -0.23, -0.17, 0.17, -0.41, 0.23, 0.48, 0.15, 0.07, 0.03], "e_lumo_ev": -0.252, "homo_energy_ha": -0.356}

No. 11
{"formula": "C4H3ClN2O2", "method": "the ωB97M-V functional and the def2-TZVPD basis", "elements": ["C", "C", "C", "C", "N", "N", "O", "O", "Cl", "H", "H", "H"], "xyz": [[-0.518409, 0.899941, 1.037530], [1.218508, -0.946812, 0.284771], [-1.488228, 1.073636, 0.178886], [1.948323, -0.637234, -0.742304], [0.224669, -0.399128, 1.044602], [-1.465926, 0.543243, -1.024685], [-2.326595, -0.327540, -1.282377], [-0.677238, 0.982396, -1.914720], [1.728593, -0.078315, -2.208308], [-0.310243, 1.628234, 1.854403], [1.622117, -1.882404, 0.780069], [0.044427, -0.856017, 1.992135]], "atomic_forces_ev_per_a": [[1.461, -0.836, 1.391], [0.312, -2.188, 2.157], [1.055, 1.675, 1.315], [0.345, 0.222, -0.123], [-1.821, 1.521, 2.698], [-1.284, -1.882, -4.833], [0.912, 0.503, 0.286], [-1.315, -0.071, 1.642], [0.377, 0.545, -1.668], [-0.181, -1.099, -0.421], [-0.614, 0.962, -0.388], [0.753, 0.647, -2.056]], "lowdin_charge": [-0.09, -0.27, 0.05, -0.54, 0.04, -0.44, 0.04, -0.07, 0.86, 0.11, 0.14, 0.17], "e_lumo_ev": [-1.177, -3.170], "homo_energy_ha": [-0.338, -0.300]}

No. 12
{"formula": "C4H3ClN2O2", "method": "the ωB97M-V functional and the def2-TZVPD basis", "elements": ["C", "C", "C", "C", "N", "N", "O", "O", "Cl", "H", "H", "H"], "xyz": [[2.191820, -0.199460, -0.205639], [-1.083848, 0.422085, 0.825044], [1.246255, 0.881313, -0.192723], [-2.019707, -0.126158, -0.236063], [0.080389, 0.915256, 0.240389], [2.559841, -1.301174, -0.083948], [3.165831, -2.314128, -0.056105], [-1.333428, 0.614607, 1.963630], [1.861323, 2.228172, -1.044308], [-2.081202, -1.266158, -0.092959], [-1.576029, -0.210834, -1.211654], [-3.011242, 0.356475, 0.094333]], "atomic_forces_ev_per_a": [[-0.568, -0.917, 0.601], [1.184, -0.015, -2.260], [-1.460, -0.560, 0.332], [-0.941, -2.107, 2.286], [0.882, 0.167, -0.143], [0.477, 1.385, -0.415], [-0.031, -0.915, 0.198], [-0.524, -0.094, 1.596], [0.509, 1.013, -0.465], [-0.353, 1.479, 0.647], [-0.420, 1.417, -0.744], [1.245, -0.854, -1.634]], "lowdin_charge": [0.01, -0.55, -0.74, 0.00, 0.15, -0.10, 0.08, 0.11, 0.74, 0.11, 0.07, 0.12], "e_lumo_ev": -0.515, "homo_energy_ha": -0.380}

What did the fifth record say?
{"formula": "C4H3Cl2N", "method": "the ωB97M-V functional and the def2-TZVPD basis", "elements": ["C", "C", "C", "C", "N", "Cl", "Cl", "H", "H", "H"], "xyz": [[0.450466, 0.506067, -2.884543], [-0.998267, -1.207324, 0.360841], [-0.220633, -0.421645, 0.874911], [0.426673, 0.366134, 1.865013], [1.351656, 1.136419, -2.690630], [-0.950167, -0.217524, -2.945894], [-1.897356, -1.943018, -0.754632], [1.153773, 0.992136, 1.449512], [1.008160, -0.335463, 2.527505], [-0.324305, 1.124218, 2.197916]], "atomic_forces_ev_per_a": [[-2.084, -1.059, -0.263], [-4.705, -5.299, 0.945], [4.541, 5.301, -0.080], [-0.857, -0.896, 0.709], [4.067, 2.408, 0.538], [-1.690, -0.885, -0.799], [-0.501, -0.548, -1.370], [1.529, 0.947, -0.909], [-0.798, 0.920, 0.379], [0.499, -0.889, 0.850]], "lowdin_spin": [0.01, 0.73, 0.69, 0.14, 0.00, 0.03, 0.32, 0.04, 0.03, 0.01], "e_lumo_ev": [0.650, -2.703], "multiplicity": 3, "homo_energy_ha": [-0.187, -0.362], "s2": 2.005}